#one
This record from the Open Molecules 2025 dataset describes a structure of composition C5H8BN. The level of theory is wB97M-V/def2-TZVPD.

Calculated values
**Gap between HOMO and LUMO**: 9.01 eV
**LUMO**: 0.8 eV
**Highest occupied orbital energy**: -8.21 eV

CARTESIAN COORDINATES (ANGSTROEM)
B: 0.589 -0.813 1.102
C: 1.156 -2.074 -0.500
C: 0.755 -1.633 -1.701
C: 0.208 -0.246 -1.835
C: -0.289 0.490 -0.792
C: -0.731 1.371 1.377
N: -0.168 0.289 0.617
H: 0.739 -1.179 2.147
H: 1.653 -3.044 -0.435
H: 1.233 -2.112 -2.673
H: 0.005 0.222 -2.739
H: -0.789 1.363 -1.142
H: -1.027 2.042 0.649
H: -1.640 1.083 1.715
H: -0.177 1.857 2.155

#two
This record from the Open Molecules 2025 dataset describes an isolated molecule of C5H8BN. The level of theory is wB97M-V/def2-TZVPD.

Calculated values
**Gap between HOMO and LUMO**: 9.32 eV
**LUMO**: 0.4 eV
**Highest occupied orbital energy**: -8.90 eV

CARTESIAN COORDINATES (ANGSTROEM)
B: 0.319 1.366 0.078
C: -1.235 1.353 -0.030
C: -2.024 0.257 0.043
C: -1.667 -1.139 -0.017
C: -0.430 -1.532 0.003
C: 2.191 -0.192 -0.015
N: 0.847 0.106 0.093
H: 0.962 2.412 0.239
H: -1.842 2.351 -0.209
H: -3.034 0.335 0.110
H: -2.377 -1.973 -0.084
H: 0.212 -2.361 -0.186
H: 2.471 -0.955 -0.682
H: 2.886 0.641 -0.181
H: 2.722 -0.668 0.838

Ordering by calculated energy gives the sequence #one, #two, with the first entry being the most stable.

#one
This record from the Open Molecules 2025 dataset describes the ion CH2NO2S with charge -1. The level of theory is wB97M-V/def2-TZVPD.

Calculated values
**Gap between HOMO and LUMO**: 7.04 eV
**LUMO**: 4.0 eV
**SMILES string**: [O-]C(=S)NO
**Net charge**: -1
**Highest occupied orbital energy**: -3.02 eV

CARTESIAN COORDINATES (ANGSTROEM)
O: -0.516 1.641 -0.143
C: -0.685 0.467 -0.018
S: -2.420 -0.546 -0.160
N: 0.227 -0.508 -0.001
O: 1.663 -0.209 -0.087
H: 0.120 -1.477 0.079
H: 1.613 0.633 0.329

#two
This record from the Open Molecules 2025 dataset describes a cluster of 2 separate species, CH2NO2S in total. The level of theory is wB97M-V/def2-TZVPD.

Calculated values
**Gap between HOMO and LUMO (spin up / spin down)**: 8.13 / 8.13 eV
**LUMO (spin up / spin down)**: 3.6 / 3.6 eV
**Net charge**: -1
**Highest occupied orbital energy (spin up / spin down)**: -4.48 / -4.48 eV

CARTESIAN COORDINATES (ANGSTROEM)
C: -0.123 -0.105 0.573
N: 2.351 0.691 -0.092
O: 3.603 2.170 -1.856
O: 1.112 1.984 -1.813
S: 2.395 1.500 -1.300
H: 0.484 -0.743 1.418
H: -0.105 0.985 0.934

#three
This record from the Open Molecules 2025 dataset describes a cluster of 2 separate species, CH2NO2S in total. The level of theory is wB97M-V/def2-TZVPD.

Calculated values
**Gap between HOMO and LUMO**: 5.54 eV
**LUMO**: 3.7 eV
**Net charge**: -1
**Highest occupied orbital energy**: -1.83 eV

CARTESIAN COORDINATES (ANGSTROEM)
C: 3.168 -0.426 -0.038
N: -0.201 0.392 0.458
O: 2.484 -1.221 -0.458
O: 3.957 0.277 0.371
S: 0.961 1.633 -0.122
H: -1.008 0.646 -0.109
H: 0.193 -0.507 0.063

#four
This record from the Open Molecules 2025 dataset describes the ion CH2NO2S with charge -1. The level of theory is wB97M-V/def2-TZVPD.

Calculated values
**Gap between HOMO and LUMO (spin up / spin down)**: 7.28 / 7.67 eV
**LUMO (spin up / spin down)**: 3.9 / 3.8 eV
**Net charge**: -1
**Highest occupied orbital energy (spin up / spin down)**: -3.37 / -3.87 eV

CARTESIAN COORDINATES (ANGSTROEM)
C: -0.860 -0.643 -0.990
N: 0.324 0.629 -0.520
O: 1.746 1.395 1.211
O: 0.227 -0.383 1.884
S: 0.397 0.818 1.055
H: -1.269 -0.222 -1.824
H: -0.566 -1.593 -0.816

Ordering by calculated energy gives the sequence #three, #one, #four, #two, with the first entry being the most stable.

#one
This record from the Open Molecules 2025 dataset describes the ion C5H10NO with charge -1. The level of theory is wB97M-V/def2-TZVPD.

Calculated values
**Gap between HOMO and LUMO**: 5.88 eV
**LUMO**: 4.0 eV
**SMILES string**: [O-]C[C@H]1CCCN1
**Net charge**: -1
**Highest occupied orbital energy**: -1.89 eV

CARTESIAN COORDINATES (ANGSTROEM)
O: -0.095 2.039 2.205
C: -0.753 1.427 1.222
C: 0.217 0.938 0.020
C: 1.081 -0.300 0.557
C: 0.267 -1.536 -0.084
C: -0.391 -0.881 -1.353
N: -0.491 0.505 -1.108
H: -1.040 0.350 1.505
H: -1.672 1.853 0.878
H: 0.916 1.840 -0.232
H: 2.123 -0.267 0.210
H: 0.988 -0.321 1.679
H: 1.133 -2.344 -0.236
H: -0.538 -1.963 0.584
H: 0.314 -1.123 -2.207
H: -1.429 -1.270 -1.673
H: -0.631 1.052 -1.966

#two
This record from the Open Molecules 2025 dataset describes a cluster of 2 separate species, C5H10NO in total. The level of theory is wB97M-V/def2-TZVPD.

Calculated values
**Gap between HOMO and LUMO**: 5.77 eV
**LUMO**: 3.2 eV
**Net charge**: -1
**Highest occupied orbital energy**: -2.54 eV

CARTESIAN COORDINATES (ANGSTROEM)
C: -1.094 0.677 1.922
O: -2.407 0.892 2.237
C: -0.662 1.359 0.565
C: 0.592 0.843 -0.123
C: 0.611 -0.404 -0.799
C: 1.539 -1.017 -1.681
N: 1.287 -2.302 -2.241
H: -0.471 1.073 2.705
H: -0.832 -0.432 1.754
H: -1.495 1.248 -0.137
H: -0.610 2.490 0.739
H: 1.221 0.920 1.769
H: 1.319 1.580 -0.503
H: -0.305 -1.061 -0.586
H: 2.400 -0.445 -1.981
H: 2.040 -2.894 -2.045
H: 1.063 -2.255 -3.228

Ordering by calculated energy gives the sequence #one, #two, with the first entry being the most stable.

#one
This record from the Open Molecules 2025 dataset describes a cluster of 2 separate species, C2H6FN in total. The level of theory is wB97M-V/def2-TZVPD.

Calculated values
**Gap between HOMO and LUMO (spin up / spin down)**: 12.23 / 6.74 eV
**LUMO (spin up / spin down)**: 1.1 / -0.6 eV
**Highest occupied orbital energy (spin up / spin down)**: -11.13 / -7.39 eV

CARTESIAN COORDINATES (ANGSTROEM)
C: -1.187 0.921 0.076
C: -0.786 -0.354 -0.513
N: 2.322 -0.594 -0.001
F: -1.136 -1.476 0.103
H: -0.333 1.600 0.117
H: -1.596 0.769 1.072
H: -1.945 1.413 -0.542
H: -0.138 -0.485 -1.364
H: 2.426 -1.598 0.113
H: 2.373 -0.197 0.939

#two
This record from the Open Molecules 2025 dataset describes a cluster of 2 separate species, C2H6FN in total. The level of theory is wB97M-V/def2-TZVPD.

Calculated values
**Gap between HOMO and LUMO (spin up / spin down)**: 8.39 / 8.02 eV
**LUMO (spin up / spin down)**: 0.2 / 0.0 eV
**Highest occupied orbital energy (spin up / spin down)**: -8.18 / -7.99 eV

CARTESIAN COORDINATES (ANGSTROEM)
C: 1.422 -0.509 -0.130
C: -1.228 -0.278 0.556
N: -1.314 0.779 -0.334
F: -1.621 -1.426 -0.108
H: 1.999 -1.120 0.610
H: 1.423 0.598 -0.270
H: 0.920 -0.946 -0.989
H: -0.026 -0.368 0.608
H: -1.028 1.650 0.073
H: -2.232 0.743 -0.725

Ordering by calculated energy gives the sequence #one, #two, with the first entry being the most stable.

#one
This record from the Open Molecules 2025 dataset describes a cluster of 3 separate species, C3H12O2S in total. The level of theory is wB97M-V/def2-TZVPD.

Calculated values
**Gap between HOMO and LUMO**: 9.46 eV
**LUMO**: 0.5 eV
**SMILES string**: CCCS.O.O
**Highest occupied orbital energy**: -8.96 eV

CARTESIAN COORDINATES (ANGSTROEM)
C: 0.212 0.213 -1.745
C: -0.856 -0.589 -1.007
C: -0.348 -1.307 0.245
S: -1.757 -1.992 1.143
H: -0.324 0.525 -2.648
H: 0.966 -0.437 -2.146
H: 0.597 1.157 -1.371
H: -1.754 0.008 -0.811
H: -1.220 -1.363 -1.682
H: 0.177 -0.592 0.838
H: 0.316 -2.105 -0.043
H: -1.130 -2.715 2.076
O: -0.178 2.048 1.254
H: -1.076 1.789 1.029
H: -0.224 2.445 2.133
O: 2.323 0.677 1.149
H: 2.840 1.166 0.503
H: 1.437 1.073 1.083

#two
This record from the Open Molecules 2025 dataset describes a cluster of 3 separate species, C3H12O2S in total. The level of theory is wB97M-V/def2-TZVPD.

Calculated values
**Gap between HOMO and LUMO**: 9.00 eV
**LUMO**: 0.1 eV
**SMILES string**: CCSC.O.O
**Highest occupied orbital energy**: -8.89 eV

CARTESIAN COORDINATES (ANGSTROEM)
C: 2.203 0.152 -0.901
C: 0.735 -0.184 -1.267
S: -0.210 1.391 -1.064
C: -1.681 0.808 -0.138
H: 2.389 0.090 0.144
H: 2.364 1.229 -1.107
H: 3.046 -0.466 -1.503
H: 0.522 -0.933 -0.582
H: 0.633 -0.569 -2.332
H: -2.098 1.570 0.600
H: -2.508 0.333 -0.626
H: -1.415 0.008 0.486
O: -2.506 -2.620 0.262
H: -2.179 -2.321 -0.597
H: -1.785 -2.564 0.962
O: 1.741 -0.152 3.432
H: 1.041 -0.900 3.394
H: 1.925 -0.208 2.473

#three
This record from the Open Molecules 2025 dataset describes a cluster of 3 separate species, C3H12O2S in total. The level of theory is wB97M-V/def2-TZVPD.

Calculated values
**Gap between HOMO and LUMO**: 9.12 eV
**LUMO**: 0.6 eV
**SMILES string**: CCSC.O.O
**Highest occupied orbital energy**: -8.50 eV

CARTESIAN COORDINATES (ANGSTROEM)
C: 1.493 -1.369 0.523
C: 0.119 -0.842 0.817
S: -1.047 -1.626 -0.271
C: -1.393 -0.201 -1.464
H: 2.206 -1.213 1.383
H: 1.424 -2.441 0.329
H: 2.036 -0.923 -0.341
H: -0.228 -1.046 1.841
H: 0.040 0.279 0.698
H: -0.806 0.028 -2.432
H: -1.390 0.704 -0.756
H: -2.442 -0.383 -1.738
O: 0.879 2.508 -1.119
H: 1.845 2.487 -1.095
H: 0.477 1.648 -1.419
O: 0.556 2.016 1.785
H: 0.603 2.840 2.289
H: 0.192 2.306 1.002

Ordering by calculated energy gives the sequence #one, #three, #two, with the first entry being the most stable.